Record 1
Entry from OMol25: a cluster of 15 separate species, C36H109N23O15 in total in a non-equilibrium geometry (the ωB97M-V functional and the def2-TZVPD basis).

```
183
C36H109N23O15 the ωB97M-V functional and the def2-TZVPD basis
C 0.93638 0.87997 1.56715
C -0.51235 0.56179 1.42870
C -0.78330 -0.73463 0.63324
O -0.05018 -0.85095 -0.58462
C -0.63102 -1.92319 -1.33600
N -1.04065 0.57235 2.76998
H 1.37835 -0.06767 1.87498
H 1.13759 1.58228 2.37608
H 1.30248 1.12728 0.57071
H -0.90892 1.37454 0.82020
H -1.84562 -0.74550 0.38942
H -0.54558 -1.60533 1.24438
H -1.65033 -1.70948 -1.65759
H -0.64711 -2.84591 -0.75596
H 0.10017 -1.99251 -2.14139
H -0.28880 0.23122 3.35174
H -1.15961 1.49013 3.17453
C -0.51708 4.54928 3.06397
C -1.13251 3.82606 4.18745
C -1.41753 4.65942 5.52448
O -1.86953 3.80341 6.56164
C -2.04575 4.44630 7.83908
N -2.42233 3.33785 3.65264
H -1.04205 5.33668 2.52314
H -0.26952 3.81578 2.29663
H 0.35392 5.05731 3.47790
H -0.60961 2.93589 4.53712
H -2.05868 5.49327 5.23865
H -0.48116 5.08356 5.88702
H -1.07464 4.58926 8.31300
H -2.73344 3.93654 8.51387
H -2.33457 5.46587 7.58382
H -2.89767 2.92075 4.44016
H -3.07103 4.09529 3.49266
C -1.86591 4.33081 -0.55081
C -2.67686 3.47017 -1.56528
C -3.37129 2.33117 -0.86984
O -3.56141 1.08759 -1.60386
C -4.53163 0.17067 -1.03851
N -3.54902 4.26928 -2.35009
H -1.44533 5.19800 -1.05992
H -1.02344 3.78627 -0.12442
H -2.46929 4.70932 0.27428
H -1.96197 3.08403 -2.29187
H -4.36185 2.67992 -0.57786
H -2.76949 2.01514 -0.01773
H -5.02948 -0.48525 -1.75266
H -5.41784 0.67946 -0.65921
H -4.21293 -0.45027 -0.20128
H -3.46515 5.26304 -2.19038
H -4.48218 4.13426 -1.98801
C -4.22439 -5.11228 -3.91700
C -3.55378 -3.77460 -3.70363
C -2.44220 -3.39315 -4.67559
O -1.24522 -4.23744 -4.48046
C -0.85076 -5.11391 -5.55781
N -4.58882 -2.77302 -3.88188
H -4.96929 -5.22921 -4.70412
H -4.80338 -5.24633 -3.00328
H -3.52070 -5.94377 -3.95608
H -3.31276 -3.73072 -2.64153
H -2.12038 -2.35578 -4.76722
H -2.81034 -3.47860 -5.69797
H 0.17315 -5.45446 -5.40375
H -0.62178 -4.63076 -6.50767
H -1.52774 -5.96005 -5.67543
H -4.66236 -2.65428 -4.88218
H -5.45615 -3.21296 -3.60935
C 0.60129 -2.61884 4.01999
C 1.84371 -2.29713 4.97292
C 2.56483 -3.47295 5.62022
O 3.20997 -4.37218 4.70225
C 3.84135 -5.42848 5.33757
N 2.81440 -1.65434 4.05132
H -0.20512 -2.93877 4.67988
H 0.93289 -3.25691 3.20084
H 0.34517 -1.66143 3.56626
H 1.61382 -1.42925 5.59100
H 1.82322 -3.99323 6.22637
H 3.30921 -3.05502 6.29795
H 3.59067 -5.62309 6.38035
H 4.88025 -5.17745 5.55149
H 3.96060 -6.36179 4.78729
H 2.49999 -1.88940 3.12072
H 3.75059 -1.99300 4.22148
C 0.37462 0.48790 -5.21683
C 1.13097 -0.28930 -6.26951
C 1.23520 -1.82252 -5.91416
O 2.08916 -1.95605 -4.72384
C 2.01158 -3.30352 -4.35706
N 0.48834 -0.04427 -7.47221
H 0.47785 1.56431 -5.35388
H 0.80686 0.25921 -4.24269
H -0.66333 0.16723 -5.12784
H 2.09696 0.20417 -6.37649
H 1.76051 -2.27473 -6.75539
H 0.21914 -2.18945 -5.76895
H 2.27895 -3.94511 -5.19669
H 1.03923 -3.45084 -3.88705
H 2.76813 -3.58595 -3.62496
H 1.16028 -0.21631 -8.20638
H 0.16747 0.91252 -7.43117
C 0.89332 9.11610 -1.13184
C 0.67519 7.67518 -0.55200
C 2.02377 6.87392 -0.19269
O 1.61982 5.58923 0.25272
C 2.70032 4.69016 0.56355
N -0.26300 7.64229 0.56804
H -0.04135 9.54021 -1.49874
H 1.53796 9.07236 -2.00970
H 1.33107 9.77177 -0.37914
H 0.19248 6.99603 -1.25475
H 2.58396 7.38654 0.58929
H 2.54501 6.66180 -1.12618
H 2.36973 3.65550 0.47248
H 3.12960 4.91755 1.53930
H 3.55382 4.86686 -0.09097
H -0.22018 6.72106 0.97986
H -1.22532 7.75553 0.28307
C 5.64845 2.34598 0.74178
O 5.93390 3.31831 1.42576
N 6.54497 1.75132 0.04505
N 4.52039 1.68078 0.73813
H 7.54005 1.90618 0.12201
H 6.28200 0.83343 -0.28424
H 4.39335 1.02999 -0.02372
H 3.81318 2.11260 1.31563
C 2.25316 1.92237 4.86927
O 1.96975 3.06083 5.12158
N 3.41591 1.53918 4.36329
N 1.47297 0.92526 4.96245
H 3.29818 0.57928 4.07204
H 4.04093 2.19857 3.92209
H 0.52328 1.11404 5.24976
H 1.71719 -0.01618 4.69012
C -1.55987 -4.87153 1.04158
O -0.40247 -5.13721 0.81128
N -1.99921 -3.80255 1.49305
N -2.53963 -5.67938 0.85723
H -2.90808 -3.74406 1.92966
H -1.39365 -2.99974 1.39882
H -2.29677 -6.62297 0.59124
H -3.48482 -5.33000 0.92533
C 1.10645 -6.47907 -2.58207
O 1.45180 -6.74712 -3.71337
N 0.21930 -5.50692 -2.33767
N 1.58533 -6.96669 -1.48189
H -0.15935 -4.94734 -3.08840
H -0.09085 -5.37342 -1.38578
H 2.26241 -7.71120 -1.56782
H 1.26450 -6.64358 -0.58036
C 3.79544 -2.94769 1.35282
O 2.62992 -2.66994 1.28817
N 4.28523 -3.66231 2.28279
N 4.74019 -2.68256 0.49947
H 3.65788 -3.98196 3.00693
H 5.27216 -3.87665 2.27076
H 5.58186 -3.20864 0.68638
H 4.59077 -2.12641 -0.33028
C -3.71072 0.56450 -4.98759
O -4.05696 0.21357 -6.06007
N -3.28384 -0.25958 -4.05346
N -3.66328 1.78409 -4.55386
H -3.15573 0.16687 -3.14691
H -3.54496 -1.23212 -4.13148
H -3.19887 1.92159 -3.66757
H -3.97472 2.55959 -5.12105
C 3.79241 -0.69671 -2.14370
O 4.76863 -0.64893 -1.37680
N 3.75476 -0.14120 -3.37140
N 2.66799 -1.18052 -1.78114
H 2.88006 -0.31670 -3.84488
H 4.50443 0.47824 -3.64416
H 2.14841 -1.64983 -2.50907
H 2.59310 -1.46139 -0.81387
C -4.71163 0.07300 2.68658
O -5.78852 -0.51050 2.65588
N -4.55615 1.29152 2.41917
N -3.62402 -0.50004 3.10183
H -3.63392 1.69858 2.48154
H -5.36914 1.77355 2.06308
H -3.71100 -1.38855 3.57414
H -2.76386 -0.01735 2.88447
```

Calculated values
Highest occupied orbital energy in eV: -9.0
Strongest force on any atom in eV/Å: 8.79
LUMO level in Eh: 0.0077
Spin multiplicity: 1
Total energy in hartree: -3824.98349

---

Record 2
Entry from OMol25: a structure of composition C25H30N4O3PSe3Tl (the ωB97M-V functional and the def2-TZVPD basis).

```
67
C25H30N4O3PSe3Tl the ωB97M-V functional and the def2-TZVPD basis
Tl -0.13171 1.51032 -1.91226
C 3.67375 1.73825 -3.48396
Se 2.77439 2.72449 -2.07452
C 2.60419 4.41185 -3.03777
C 2.01001 5.51874 -2.19020
Se 0.44317 5.04354 -1.10888
C 1.32795 5.07646 0.62691
H 2.99850 1.55792 -4.31589
H 3.99025 0.79574 -3.04528
H 4.54250 2.30036 -3.81587
H 2.00386 4.23409 -3.92975
H 3.60318 4.71137 -3.35385
H 1.68913 6.34558 -2.82107
H 2.73833 5.89955 -1.47610
H 1.83557 6.03018 0.74592
H 2.03719 4.25686 0.71785
H 0.56033 5.00210 1.39693
O 3.19223 -1.60099 -1.14040
C 2.06984 -1.23597 -1.44741
O 1.64591 -0.04819 -1.56777
C 1.01594 -2.35547 -1.73899
P -0.00993 -2.71936 -0.33265
C -1.55991 -3.44520 -0.81010
C -2.62113 -2.61377 -1.17869
C -3.80332 -3.17088 -1.63495
C -3.92588 -4.55072 -1.73787
C -2.86822 -5.37814 -1.38888
C -1.68191 -4.83078 -0.92709
C 0.80527 -3.68591 0.89501
C 0.04873 -4.45385 1.79152
C 0.68907 -5.17613 2.78013
C 2.07490 -5.13334 2.88112
C 2.82549 -4.37273 1.99698
C 2.20165 -3.64610 0.99567
H 1.51997 -3.28900 -1.99728
H 0.37019 -2.04904 -2.56419
H -2.52227 -1.53615 -1.11166
H -4.62927 -2.53234 -1.91621
H -4.85046 -4.98238 -2.09552
H -2.96517 -6.45092 -1.47852
H -0.85806 -5.48044 -0.66176
H -1.02978 -4.48569 1.71672
H 0.11164 -5.77731 3.46857
H 2.57241 -5.70789 3.65092
H 3.90307 -4.34798 2.07922
H 2.79465 -3.07353 0.29187
Se -0.61692 3.00962 4.11232
N -1.92153 4.11815 3.77204
C -2.27517 4.04661 2.50319
C -3.32762 4.79406 1.88065
C -3.53668 4.56387 0.56496
C -2.71179 3.62324 -0.14522
N -1.74519 2.91318 0.37232
C -1.54154 3.11955 1.69098
N -0.61401 2.47144 2.38972
H -3.91378 5.49187 2.46188
H -4.31233 5.08366 0.02166
H -2.87570 3.49223 -1.21043
C 0.61130 -0.36337 2.18909
C -0.42150 -0.98726 1.60620
N -1.55792 -1.47629 2.17261
O -0.36269 -1.24429 0.24827
H 0.60790 -0.20192 3.25887
H -0.11737 1.64099 2.02697
H 1.52087 -0.21258 1.62489
H -1.74825 -1.27518 3.13964
H -2.35632 -1.63479 1.57940
```

Calculated values
Total charge: +2
Highest occupied orbital energy in eV: -12.6
Strongest force on any atom in eV/Å: 0.42
LUMO level in Eh: -0.2864
Spin multiplicity: 1
Total energy in hartree: -9133.00508